DFT (the ωB97M-V functional and the def2-TZVPD basis) results for a cluster of 2 separate species, C3H11NOS2 in total at a distorted geometry.

Geometry (Å):
S1 -2.120 0.636 2.030
S2 -0.894 0.961 0.281
C1 0.704 1.486 0.963
C2 1.792 0.447 0.826
C3 2.231 0.244 -0.623
N1 3.466 -0.576 -0.706
H1 -1.825 -0.648 2.321
H2 0.574 1.702 2.014
H3 1.018 2.416 0.473
H4 1.376 -0.508 1.195
H5 2.626 0.708 1.466
H6 2.435 1.223 -1.087
H7 1.384 -0.191 -1.126
H8 3.676 -0.732 -1.679
H9 3.261 -1.496 -0.331
H10 -2.058 -4.061 -5.043
H11 -2.741 -3.974 -3.673
O1 -1.907 -3.760 -4.133

Its energy is -28496.9793 eV. The relative energy (zero: lowest compared OMol25 entry of this formula, charge and spin) is 67.4 kJ/mol. As for the LUMO energy (spin up / spin down): 2.67 / 2.66 eV. As for the charge: -1. Its spin multiplicity is 2. For the HOMO-LUMO gap (spin up / spin down), the calculation gives 2.51 / 6.67 eV. As for the HOMO energy (spin up / spin down): 0.2 / -4.0 eV.

DFT (the ωB97M-V functional and the def2-TZVPD basis) results for a cluster of 2 separate species, C3H11NOS2 in total at a distorted geometry.

Geometry (Å):
N1 1.373 0.249 0.132
C1 -0.058 0.020 -0.134
C2 -0.560 -1.168 0.756
C3 -0.315 -0.275 -1.589
S1 -1.936 0.219 -2.372
S2 -3.260 0.254 -0.812
H1 1.652 0.845 -0.647
H2 1.903 -0.604 -0.009
H3 -0.760 0.752 0.270
H4 -0.141 -1.047 1.791
H5 -1.643 -1.163 0.861
H6 -0.173 -2.184 0.418
H7 0.404 0.337 -2.131
H8 -0.210 -1.379 -1.791
H9 -3.803 -0.973 -0.864
H10 2.787 1.788 2.742
H11 2.417 1.964 1.251
O1 2.323 2.364 2.129

Its energy is -28496.4620 eV. The relative energy (zero: lowest compared OMol25 entry of this formula, charge and spin) is 117.3 kJ/mol. As for the LUMO energy (spin up / spin down): 3.20 / 3.21 eV. As for the charge: -1. Its spin multiplicity is 2. For the HOMO-LUMO gap (spin up / spin down), the calculation gives 2.72 / 8.07 eV. As for the HOMO energy (spin up / spin down): 0.5 / -4.9 eV.

DFT (the ωB97M-V functional and the def2-TZVPD basis) results for a cluster of 2 separate species, C3H11NOS2 in total at a distorted geometry.

Geometry (Å):
S1 3.808 -0.967 1.406
S2 2.612 -0.109 2.795
C1 1.204 0.535 1.852
C2 0.023 -0.402 1.709
C3 -1.188 0.268 0.979
N1 -1.917 -0.587 0.062
H1 4.729 0.003 1.234
H2 0.869 1.407 2.420
H3 1.582 0.795 0.865
H4 0.293 -1.310 1.172
H5 -0.358 -0.806 2.648
H6 -1.841 0.507 1.816
H7 -0.914 1.143 0.390
H8 -1.398 -1.040 -0.669
H9 -2.389 -1.349 0.533
H10 -1.493 0.313 -7.059
H11 -2.247 0.919 -5.980
O1 -1.375 0.679 -6.173

Its energy is -28497.1265 eV. The relative energy (zero: lowest compared OMol25 entry of this formula, charge and spin) is 45.3 kJ/mol. As for the LUMO energy: 0.67 eV. For the HOMO-LUMO gap, the calculation gives 9.52 eV. As for the HOMO energy: -8.9 eV.

DFT (the ωB97M-V functional and the def2-TZVPD basis) results for a cluster of 2 separate species, C3H11NOS2 in total at a distorted geometry.

Geometry (Å):
S1 -1.517 -2.514 -1.860
S2 -1.178 -0.460 -1.961
C1 -1.016 0.070 -0.213
C2 -0.012 1.193 0.159
C3 1.390 1.057 -0.442
N1 2.168 2.276 -0.226
H1 -0.303 -2.834 -2.386
H2 -1.948 0.336 0.235
H3 -0.607 -0.855 0.226
H4 -0.576 2.140 -0.044
H5 0.075 1.163 1.281
H6 1.849 0.298 0.206
H7 1.371 0.633 -1.490
H8 3.164 2.106 -0.553
H9 1.767 2.797 -0.961
H10 -1.217 -3.047 2.423
H11 -2.186 -2.180 2.819
O1 -1.222 -2.180 2.788

Its energy is -28496.6850 eV. The relative energy (zero: lowest compared OMol25 entry of this formula, charge and spin) is 87.9 kJ/mol. As for the LUMO energy: 0.36 eV. For the HOMO-LUMO gap, the calculation gives 9.18 eV. As for the HOMO energy: -8.8 eV.

DFT (the ωB97M-V functional and the def2-TZVPD basis) results for a cluster of 2 separate species, C3H11NS in total at a distorted geometry.

Geometry (Å):
C1 3.150 0.674 2.678
N1 2.312 0.742 1.506
H1 3.400 1.637 3.132
H2 4.064 0.095 2.442
H3 2.591 0.120 3.438
H4 1.487 1.274 1.728
H5 2.601 0.666 0.551
C2 -2.766 -1.028 -0.801
S1 -1.514 0.261 -1.323
C3 -0.013 -0.761 -1.047
H6 -2.784 -0.879 0.278
H7 -2.454 -1.988 -1.207
H8 -3.702 -0.785 -1.322
H9 0.849 -0.328 -1.609
H10 0.422 -0.727 -0.038
H11 -0.465 -1.704 -1.315

Its energy is -15613.5516 eV. The relative energy (zero: lowest compared OMol25 entry of this formula, charge and spin) is 115.7 kJ/mol. As for the LUMO energy: 0.98 eV. For the HOMO-LUMO gap, the calculation gives 9.38 eV. As for the HOMO energy: -8.4 eV.

DFT (the ωB97M-V functional and the def2-TZVPD basis) results for a cluster of 2 separate species, C3H11NS2 in total at a distorted geometry.

Geometry (Å):
C1 2.856 2.779 0.067
S1 2.340 3.517 1.644
S2 1.079 2.387 2.752
H1 3.846 3.137 -0.160
H2 2.141 3.122 -0.681
H3 3.012 1.696 0.131
H4 -0.053 3.136 2.701
C2 -2.043 -2.560 -1.606
N1 -1.265 -2.526 -0.350
C3 -1.158 -1.219 0.250
H5 -2.977 -3.108 -1.505
H6 -2.123 -1.557 -2.035
H7 -1.511 -3.140 -2.372
H8 -0.387 -3.004 -0.492
H9 -1.287 -0.296 -0.313
H10 -0.425 -1.241 1.047
H11 -2.046 -1.123 0.922

Its energy is -26448.6471 eV. The relative energy (zero: lowest compared OMol25 entry of this formula, charge and spin) is 126.7 kJ/mol. As for the LUMO energy: 0.65 eV. For the HOMO-LUMO gap, the calculation gives 9.20 eV. As for the HOMO energy: -8.6 eV.

DFT (the ωB97M-V functional and the def2-TZVPD basis) results for a cluster of 2 separate species, C3H11NS2 in total at a distorted geometry.

Geometry (Å):
S1 0.125 4.061 -0.709
S2 -1.787 3.136 -0.623
H1 0.577 3.315 -1.732
H2 -2.275 3.940 0.325
C1 0.141 -0.171 -0.874
N1 0.040 -0.706 0.508
C2 -0.766 -1.971 0.553
C3 1.371 -1.082 1.034
H3 -0.877 -0.055 -1.296
H4 0.747 -0.804 -1.557
H5 0.686 0.783 -0.858
H6 -1.036 -2.254 1.578
H7 -1.780 -1.787 0.120
H8 -0.297 -2.842 0.058
H9 1.222 -1.396 2.030
H10 2.041 -0.214 1.001
H11 1.868 -1.952 0.442

Its energy is -26448.7975 eV. The relative energy (zero: lowest compared OMol25 entry of this formula, charge and spin) is 112.2 kJ/mol. As for the LUMO energy: 0.18 eV. For the HOMO-LUMO gap, the calculation gives 8.73 eV. As for the HOMO energy: -8.5 eV.

DFT (the ωB97M-V functional and the def2-TZVPD basis) results for an isolated molecule of C3H11NSi2 at a distorted geometry.

Geometry (Å):
C1 0.562 1.014 -0.547
C2 2.988 -1.064 0.041
C3 -3.536 -0.678 -0.201
N1 -2.218 -0.193 -0.552
Si1 1.842 0.308 0.652
Si2 -1.242 0.944 -0.042
H1 0.717 2.115 -0.434
H2 0.812 0.811 -1.635
H3 2.548 -1.680 -0.838
H4 3.939 -0.719 -0.327
H5 -4.052 -0.755 -1.114
H6 -3.410 -1.660 0.077
H7 -4.109 0.038 0.508
H8 3.094 -1.744 0.831
H9 2.661 1.315 1.047
H10 1.014 -0.128 1.752
H11 -1.611 2.078 0.782

Its energy is -20532.8777 eV. The relative energy (zero: lowest compared OMol25 entry of this formula, charge and spin) is 32.7 kJ/mol. As for the LUMO energy: 0.68 eV. For the HOMO-LUMO gap, the calculation gives 9.36 eV. As for the HOMO energy: -8.7 eV.

DFT (the ωB97M-V functional and the def2-TZVPD basis) results for a cluster of 3 separate species, C3H11O2S in total at a distorted geometry.

Geometry (Å):
C1 0.041 1.576 0.441
C2 1.214 1.520 1.376
C3 2.340 0.523 0.682
S1 1.709 -1.170 0.495
H1 0.337 2.036 -0.620
H2 -0.865 2.182 0.762
H3 -0.292 0.504 0.258
H4 1.769 2.505 1.413
H5 1.169 1.099 2.413
H6 3.152 0.506 1.362
H7 2.794 0.965 -0.271
H8 -3.861 -1.068 -2.501
H9 -3.029 -2.067 -1.687
O1 -3.837 -2.063 -2.186
H10 -0.365 -1.719 -0.518
H11 -1.107 -3.123 -0.540
O2 -1.171 -2.207 -0.880

Its energy is -18220.3297 eV. The relative energy (zero: lowest compared OMol25 entry of this formula, charge and spin) is 94.9 kJ/mol. As for the LUMO energy: 3.62 eV. As for the charge: -1. For the HOMO-LUMO gap, the calculation gives 6.52 eV. As for the HOMO energy: -2.9 eV.

DFT (the ωB97M-V functional and the def2-TZVPD basis) results for a cluster of 3 separate species, C3H11O2S in total at a distorted geometry.

Geometry (Å):
C1 -0.880 1.244 0.583
C2 -0.347 0.036 -0.207
C3 -0.886 -1.337 0.065
S1 -0.462 -2.459 -1.334
H1 -0.132 2.035 0.614
H2 -1.231 1.221 1.603
H3 -1.604 1.735 -0.243
H4 -0.584 0.107 -1.286
H5 0.729 0.102 -0.181
H6 -1.967 -1.356 0.163
H7 -0.428 -1.822 0.911
H8 0.589 0.867 -2.962
H9 1.240 0.961 -1.590
O1 1.129 1.471 -2.421
H10 1.955 -1.343 1.511
H11 1.106 -0.387 2.351
O2 1.773 -1.073 2.423

Its energy is -18219.8610 eV. The relative energy (zero: lowest compared OMol25 entry of this formula, charge and spin) is 140.1 kJ/mol. As for the LUMO energy: 3.63 eV. As for the charge: -1. For the HOMO-LUMO gap, the calculation gives 6.29 eV. As for the HOMO energy: -2.7 eV.

DFT (the ωB97M-V functional and the def2-TZVPD basis) results for a cluster of 3 separate species, C3H11O3 in total at a distorted geometry.

Geometry (Å):
C1 0.549 -0.676 0.530
O1 0.646 0.752 0.789
C2 -0.786 -1.159 0.092
C3 -1.277 -0.619 -1.321
H1 1.310 -0.834 -0.251
H2 0.867 -1.220 1.430
H3 -0.724 -2.251 -0.008
H4 -1.586 -0.812 0.761
H5 -0.912 -1.294 -2.099
H6 -2.370 -0.564 -1.293
H7 -0.968 0.428 -1.278
H8 -0.710 1.810 0.481
H9 -0.974 3.196 -0.081
O2 -1.407 2.353 0.047
H10 1.710 0.641 0.988
H11 3.485 -0.318 0.511
O3 3.146 0.568 0.702

Its energy is -9431.8384 eV. The relative energy (zero: lowest compared OMol25 entry of this formula, charge and spin) is 101.8 kJ/mol. As for the LUMO energy: 4.00 eV. As for the charge: -1. For the HOMO-LUMO gap, the calculation gives 7.74 eV. As for the HOMO energy: -3.7 eV.

DFT (the ωB97M-V functional and the def2-TZVPD basis) results for a structure of composition C3H11O4 at a distorted geometry.

Geometry (Å):
C1 0.492 -1.149 -0.716
C2 1.637 -0.199 -1.258
O1 1.664 1.035 -0.614
C3 -0.852 -1.037 -1.196
O2 -1.485 -1.494 1.915
H1 -0.502 -0.444 -0.214
H2 0.709 -1.822 0.143
H3 2.631 -0.816 -1.069
H4 1.488 -0.189 -2.385
H5 0.664 2.553 -0.149
H6 -1.095 -0.448 -2.112
H7 -1.725 -1.609 -1.038
H8 -1.633 -2.113 2.650
H9 -1.079 0.059 1.786
O3 -0.618 0.891 1.879
H10 -0.463 2.730 0.909
H11 0.143 0.856 1.236
O4 0.024 3.195 0.234

Its energy is -11475.4213 eV. The relative energy (zero: lowest compared OMol25 entry of this formula, charge and spin) is 517.1 kJ/mol. As for the LUMO energy: 2.43 eV. As for the charge: -1. For the HOMO-LUMO gap, the calculation gives 6.46 eV. As for the HOMO energy: -4.0 eV.

DFT (the ωB97M-V functional and the def2-TZVPD basis) results for a structure of composition C3H11O4 at a distorted geometry.

Geometry (Å):
C1 0.787 0.509 0.055
C2 1.800 0.079 1.103
O1 3.135 0.478 0.662
C3 -0.600 0.831 0.659
O2 -1.349 -0.215 1.132
H1 0.802 -0.088 -0.851
H2 1.116 1.504 -0.261
H3 1.711 0.659 2.001
H4 1.896 -0.967 1.404
H5 3.247 0.210 -0.268
H6 -0.477 1.577 1.458
H7 -1.000 1.443 -0.132
H8 -2.017 -0.652 0.399
H9 -2.221 -2.146 -0.216
O3 -2.743 -1.322 -0.358
H10 -0.666 -0.263 -2.423
H11 -1.926 -0.923 -1.754
O4 -1.496 -0.713 -2.610

Its energy is -11475.4297 eV. The relative energy (zero: lowest compared OMol25 entry of this formula, charge and spin) is 68.4 kJ/mol. As for the LUMO energy (spin up / spin down): 0.59 / -4.02 eV. Its spin multiplicity is 2. For the HOMO-LUMO gap (spin up / spin down), the calculation gives 11.13 / 6.49 eV. As for the HOMO energy (spin up / spin down): -10.5 / -10.5 eV.

DFT (the ωB97M-V functional and the def2-TZVPD basis) results for an isolated molecule of C3H11OPSi at a distorted geometry.

Geometry (Å):
C1 1.446 -0.214 -1.042
C2 -1.618 -1.412 -0.726
C3 -0.897 1.390 -0.071
O1 1.616 0.820 2.129
Si1 -0.122 -0.409 -0.028
P1 0.584 -0.437 2.263
H1 1.078 0.301 -1.928
H2 2.081 0.566 -0.487
H3 2.129 -1.033 -1.235
H4 -1.818 -2.105 0.090
H5 -2.557 -0.894 -0.995
H6 -1.314 -2.019 -1.641
H7 -0.493 2.385 0.433
H8 -0.967 1.536 -1.160
H9 -1.865 1.237 0.420
H10 1.102 1.560 1.767
H11 1.613 -1.270 2.213

Its energy is -22502.8952 eV. The relative energy (zero: lowest compared OMol25 entry of this formula, charge and spin) is 130.3 kJ/mol. As for the LUMO energy: 0.80 eV. For the HOMO-LUMO gap, the calculation gives 8.91 eV. As for the HOMO energy: -8.1 eV.